Formula: C4H11N2S
Source: the OMol25 dataset
Level of theory: ωB97M-V/def2-TZVPD

Geometry as XYZ:
```
18
Properties=species:S:1:pos:R:3:forces:R:3
C 1.4457 -1.4935 -1.4225 -0.8 1.0 -1.3
N 0.1434 -0.7820 -1.6698 -0.8 -0.7 1.6
C -0.5847 -0.5302 -0.3789 0.4 2.1 -2.0
C 0.0164 0.4768 0.6550 0.2 -0.1 -0.1
N 0.2294 1.8616 0.1221 0.9 -0.9 0.7
C -1.0751 0.4184 1.7230 1.2 0.3 1.3
S -1.1519 1.7746 2.9465 0.5 -0.3 0.5
H 1.3369 -2.3919 -0.7272 -0.2 1.2 -1.2
H 1.8076 -1.7546 -2.4501 0.0 -0.4 1.0
H 2.1796 -0.8053 -1.0068 0.3 -0.1 0.4
H 0.1041 0.0840 -2.2253 1.1 -0.7 0.4
H -0.5821 -1.4630 0.1345 -0.6 -0.9 0.3
H -1.6436 -0.1358 -0.6535 1.6 -1.0 0.5
H 0.9791 0.0524 1.0819 -0.8 0.7 -0.6
H 0.4330 2.4599 0.9668 -0.8 -0.7 -1.1
H -0.6108 2.1948 -0.3503 0.0 0.0 0.6
H -1.1328 -0.6321 2.1148 -0.1 0.9 -0.1
H -1.8943 0.6657 1.1398 -2.2 -0.3 -0.9
```
Forces are in eV/Å.

As for the HOMO-LUMO gap: 6.015 eV. Its relative energy (zero: lowest compared OMol25 entry of this formula, charge and spin) is 145.3 kJ/mol. The net charge is -1. The value obtained for the strongest force on any atom is 0.056 hartree/bohr.

=====

Formula: C12H21IN4O3SSbSe5V
Source: the OMol25 dataset
Level of theory: ωB97M-V/def2-TZVPD

Geometry as XYZ:
```
49
Properties=species:S:1:pos:R:3:forces:R:3
V 1.0787 -0.2840 -0.8684 0.4 0.1 0.5
Se -4.9724 4.5492 1.7666 0.0 0.0 0.0
Sb -3.6393 3.4450 0.0993 -0.2 0.1 0.0
Se 3.0614 1.2400 -0.4555 -0.3 -0.2 0.1
Se -0.2744 1.3628 -0.8458 0.1 -0.2 -0.1
Se -4.7911 3.5394 -2.0096 0.0 0.0 0.0
C 3.2785 1.2714 3.9726 0.0 0.0 0.0
C 1.8086 1.4340 3.7815 -0.1 0.0 0.0
C 0.9400 2.4392 4.1419 0.0 0.0 0.0
C -0.3255 2.0335 3.6533 -0.1 -0.1 0.1
N -0.2395 0.8556 3.0589 0.0 0.1 0.0
N 1.0590 0.5130 3.1443 0.0 0.0 0.1
C -1.6314 2.7533 3.7092 -0.1 0.0 -0.1
H 3.6767 2.1179 4.5310 0.0 0.0 0.0
H 3.7873 1.2174 3.0089 0.0 0.0 0.0
H 3.5116 0.3574 4.5234 0.0 0.0 0.0
H 1.1855 3.3455 4.6716 0.0 0.0 0.0
H 1.3814 -0.3083 2.6553 0.0 0.0 -0.1
H -1.8473 3.1447 4.7047 0.0 0.0 0.0
H -2.4371 2.0823 3.4168 0.0 0.0 0.0
H -1.6543 3.5948 3.0141 0.0 0.0 0.0
C 1.9530 -3.7446 -0.0967 0.0 -0.1 0.0
S 1.0034 -2.5127 0.7363 0.0 0.1 0.1
O 0.5146 -3.0819 1.9564 0.0 0.0 0.0
O -0.0209 -2.0445 -0.2256 0.0 0.2 -0.2
O 1.8993 -1.3284 0.8829 -0.1 0.0 -0.1
H 2.6939 -4.1284 0.6004 0.0 0.0 0.0
H 2.4273 -3.2861 -0.9623 0.0 0.0 0.0
H 1.2689 -4.5333 -0.4047 0.0 0.0 0.0
C -2.6638 1.1865 -4.4752 -0.1 0.0 0.0
N -2.6448 -0.0501 -3.7214 0.1 0.0 0.0
C -3.0810 -0.1418 -2.4129 0.0 0.0 0.1
C -2.7873 -1.3927 -2.0092 0.0 0.0 0.0
N -2.1911 -2.0144 -3.0939 0.1 -0.1 0.0
C -1.6178 -3.3401 -3.0530 -0.1 0.0 0.0
C -2.0825 -1.1996 -4.1768 0.0 0.1 0.0
Se 1.5764 -0.8779 -2.8701 0.0 -0.1 -0.2
H -3.6503 1.6466 -4.4282 0.0 0.0 0.0
H -2.3980 0.9443 -5.5012 0.0 0.0 0.0
H -1.9453 1.8956 -4.0619 0.0 0.0 0.0
H -3.5445 0.6864 -1.9021 0.0 0.0 0.0
H -2.9081 -1.8724 -1.0536 0.0 0.0 0.0
H -2.3069 -4.0337 -2.5664 0.0 0.0 0.0
H -0.6750 -3.3293 -2.5052 0.0 0.0 0.0
H -1.4436 -3.6569 -4.0782 0.0 0.0 0.0
I 5.3822 -1.3527 0.1457 0.0 0.0 0.0
C 4.5628 0.2369 -1.1146 0.0 0.0 0.0
H 5.4124 0.8980 -1.2471 0.0 0.0 0.0
H 4.3103 -0.2767 -2.0358 0.0 0.0 0.0
```
Forces are in eV/Å.

As for the HOMO-LUMO gap: 5.645 eV. Its relative energy (zero: lowest compared OMol25 entry of this formula, charge and spin) is 0.0 kJ/mol. The net charge is -2. The value obtained for the strongest force on any atom is 0.013 hartree/bohr.

=====

Formula: C25H47INO4
Source: the OMol25 dataset
Level of theory: ωB97M-V/def2-TZVPD

Geometry as XYZ:
```
78
Properties=species:S:1:pos:R:3:forces:R:3
C -11.0824 -4.4639 -1.8942 0.1 -0.7 -0.4
C -9.9620 -4.9499 -2.9645 -0.2 0.8 0.2
C -8.6449 -4.0066 -2.9263 -0.3 -0.5 -0.4
C -7.2942 -4.8061 -2.5258 -0.2 1.6 0.2
C -6.7387 -4.4032 -1.0461 0.0 -0.1 -0.6
C -5.1574 -4.0103 -1.0795 -0.2 -1.6 0.3
C -4.4236 -4.4909 0.3011 -0.6 1.0 -0.3
C -3.4180 -3.3626 0.8903 -0.1 -0.9 0.1
C -1.8698 -3.6801 0.5255 -0.8 0.3 -0.8
C -0.9390 -2.3559 0.5131 0.4 -0.9 -0.2
C 0.5179 -2.6015 1.1992 -1.0 -0.6 0.3
C 1.0403 -1.3523 2.0614 0.6 -0.4 0.2
C 2.5749 -0.9409 1.7671 -0.8 0.9 -0.6
C 2.8042 0.6123 2.1154 -0.6 -0.8 0.5
C 4.3401 1.0789 2.1238 -1.1 1.6 0.1
C 4.5088 2.1972 0.9431 -1.1 -2.9 0.7
C 4.4313 1.4014 -0.4338 0.7 -4.3 -4.0
O 4.0732 1.9741 -1.5338 0.7 0.0 3.5
O 4.7599 0.0449 -0.4902 -1.1 5.6 1.6
N 5.7527 2.9422 1.2432 -0.2 2.1 -0.3
C 5.3449 4.2188 1.8822 -1.3 1.0 1.3
C 4.7123 5.3043 0.8677 -0.2 -0.7 -0.3
O 3.9749 6.3666 1.6000 -0.1 0.9 -2.2
C 3.5774 7.2603 0.5324 1.6 1.4 -0.7
O 4.3063 8.2238 0.1910 -3.0 -3.6 1.5
C 2.1854 6.9020 -0.2042 0.4 0.6 0.6
C 1.1997 8.1742 0.0559 0.8 -0.9 0.1
C 6.7206 3.0601 0.1434 0.6 -1.5 -0.8
I 8.2423 4.6616 0.4334 -0.5 -0.2 -0.1
C 7.6493 1.7182 0.0582 0.7 0.5 -1.1
C 8.1256 1.5115 -1.4897 -0.2 0.2 0.0
H -11.8886 -5.2860 -1.8039 1.2 1.3 0.0
H -11.6222 -3.5256 -2.2694 1.0 -1.2 0.6
H -10.6073 -4.2725 -0.8636 -0.8 -0.3 -1.6
H -9.6709 -6.0474 -2.7909 -0.5 1.6 -0.2
H -10.4272 -4.8514 -4.0051 0.6 -0.4 1.4
H -8.4945 -3.5802 -3.9754 -0.2 -0.5 1.4
H -8.8709 -3.1288 -2.2241 0.6 -1.2 -0.9
H -7.5182 -5.9221 -2.6224 0.7 1.5 0.1
H -6.4825 -4.4610 -3.2644 -1.2 -0.9 1.0
H -7.3436 -3.5152 -0.6253 0.9 -1.4 -0.6
H -6.9223 -5.3201 -0.3856 0.5 1.4 -0.6
H -4.9936 -2.8939 -1.2825 -0.3 -1.7 0.2
H -4.7079 -4.6573 -1.9249 -0.6 1.4 1.1
H -5.2908 -4.6514 1.0476 1.6 0.0 -1.0
H -3.8743 -5.4725 0.0765 -0.8 1.4 0.6
H -3.5925 -3.3290 2.0337 0.5 0.2 -1.8
H -3.7492 -2.3652 0.4401 0.6 -1.2 0.7
H -1.8952 -4.1131 -0.5467 0.1 0.6 1.6
H -1.4684 -4.5126 1.1965 -0.5 1.2 -0.7
H -0.7585 -2.1063 -0.5953 -0.4 0.0 1.7
H -1.5193 -1.5120 1.0193 1.0 -1.0 -0.6
H 0.3684 -3.5129 1.8963 0.4 1.4 -1.0
H 1.2472 -2.9541 0.3891 -0.9 0.8 1.2
H 0.3632 -0.4579 1.8490 1.0 -1.1 0.3
H 0.9296 -1.6167 3.1816 0.0 0.5 -1.7
H 3.3307 -1.5561 2.3628 -1.1 0.6 -1.0
H 2.7103 -1.0416 0.6247 0.3 0.0 1.9
H 2.3281 0.8051 3.1552 0.8 -0.3 -1.5
H 2.1424 1.2135 1.3790 1.3 -0.8 1.0
H 4.4981 1.6568 3.1149 0.0 -1.0 -1.5
H 5.0992 0.2358 2.0320 -1.2 1.2 -0.1
H 3.5343 2.8184 1.0111 1.8 -0.6 -0.3
H 4.4756 3.9516 2.6011 1.4 0.4 -1.1
H 6.1392 4.6750 2.5871 -1.0 -0.7 -1.6
H 5.4809 5.8462 0.2249 -0.8 -1.0 0.8
H 3.9065 4.7855 0.2167 1.6 0.5 0.7
H 2.3854 6.7325 -1.3285 -0.2 0.3 1.9
H 1.7210 5.9674 0.2568 0.8 1.2 -0.7
H 0.5310 8.2900 -0.8614 0.8 0.1 1.5
H 1.8763 9.0884 0.2407 -1.4 -1.3 -0.5
H 0.6038 7.9102 1.0048 0.7 0.8 -1.6
H 6.2738 3.3301 -0.8896 0.6 -0.5 1.7
H 8.6271 1.8789 0.6454 -1.8 -0.2 -0.5
H 7.1118 0.7996 0.4724 0.4 1.4 -0.8
H 9.2643 1.6702 -1.6099 -1.8 -0.5 0.3
H 7.7924 0.4823 -1.8612 0.6 1.5 0.5
H 7.6457 2.2977 -2.1884 0.6 -1.3 1.2
```
Forces are in eV/Å.

As for the HOMO-LUMO gap: 6.769 eV. The net charge is -1. The value obtained for the strongest force on any atom is 0.115 hartree/bohr.

=====

Formula: C7H11N3O3
Source: the OMol25 dataset
Level of theory: ωB97M-V/def2-TZVPD

Geometry as XYZ:
```
24
Properties=species:S:1:pos:R:3:forces:R:3
O -0.7499 -1.7052 -1.2389 -4.4 1.7 2.8
C -1.7648 -1.2434 -0.6025 4.2 0.9 -3.5
C -2.5488 -1.8778 0.4205 1.1 -2.0 -0.3
C -3.4630 -1.1599 1.0382 -0.9 3.1 2.6
N -3.4363 0.2151 0.8297 -0.8 1.7 -1.7
C -2.8997 0.9516 -0.2815 -2.6 2.7 2.6
O -3.0726 2.1469 -0.5578 -0.4 -1.5 1.5
N -2.1446 0.2069 -0.9538 8.0 -4.4 -4.0
H -2.2068 -2.8471 0.8202 -0.5 0.4 -0.8
H -4.0943 -1.3636 1.9685 1.1 -0.4 -1.7
H -4.0536 0.8898 1.1869 -1.6 0.0 1.5
H -1.2578 0.7811 -1.3993 -3.2 -2.3 0.8
C 3.9786 -0.9374 -0.2506 1.9 -1.2 -2.1
N 2.7435 -0.1145 -0.4657 1.8 1.3 -2.5
C 2.1575 0.5902 0.5451 -1.1 -1.0 -0.1
C 1.2847 1.7536 -0.0031 -1.1 2.9 -0.5
O 2.2733 0.2491 1.7005 -0.3 0.7 0.3
H 4.0509 -1.5349 0.7561 -0.3 1.6 -2.1
H 4.2837 -1.6755 -1.2021 -2.0 1.2 2.5
H 4.8768 -0.2982 -0.5374 -0.8 -0.2 1.7
H 2.8571 0.5975 -1.2752 -0.1 -2.3 1.5
H 1.6398 2.0265 -1.1494 -0.8 -0.3 3.2
H 1.5375 2.6895 0.8415 -1.1 -2.5 -2.9
H 0.0088 1.6597 -0.1899 4.0 -0.1 1.3
```
Forces are in eV/Å.

As for the HOMO-LUMO gap: 9.517 eV. Its relative energy (zero: lowest compared OMol25 entry of this formula, charge and spin) is 384.2 kJ/mol. The net charge is 0. The value obtained for the strongest force on any atom is 0.194 hartree/bohr.